C17H36N11O5 | ωB97M-V/def2-TZVPD

For the molecular weight, the calculation gives 474.5 Da. The value obtained for the total energy is -1648.0393 Eh. The strongest force on any atom comes out at 2.709 eV/A. As for the energy above the lowest of the compared OMol25 structures with the same formula, charge and spin: 0.0 kcal per mole. Its HOMO energy is -4.3 eV.

```
! wB97M-V def2-TZVPD RIJCOSX def2/J DEFGRID3
* xyz -1 1
C 14.2771 -22.2988 21.3177
C 11.4917 -27.0809 22.8952
N 8.1646 -25.3481 22.1013
H 11.3209 -24.8694 19.7002
N 8.4544 -26.0254 18.7665
N 12.7525 -27.0190 21.0879
H 12.1919 -23.4023 19.0273
H 6.7508 -27.8461 18.7976
N 13.8270 -28.1474 16.9634
H 10.8727 -21.9995 23.2900
H 11.0771 -23.6956 25.3217
C 8.2128 -21.4492 19.4577
N 9.3161 -21.1215 18.7247
H 12.7292 -19.0033 15.6387
O 7.4069 -20.6017 19.8671
H 13.8271 -22.4652 20.3521
N 12.4965 -20.9719 18.1830
H 14.9728 -22.8174 24.3745
N 12.8547 -19.3550 16.5667
H 13.0262 -26.9639 20.1186
H 13.0645 -20.4027 18.7788
O 10.3319 -23.8629 18.2707
C 12.1883 -20.5116 16.9343
H 14.6472 -26.4239 18.5879
H 14.6441 -27.4479 22.0059
C 15.5081 -21.3862 22.9636
H 8.5241 -22.3198 22.6947
H 9.5964 -20.1834 18.5232
H 9.8082 -21.8664 18.2258
C 14.1816 -23.1131 22.4090
H 13.5991 -23.9909 22.6449
H 7.0797 -23.1965 19.6710
C 11.2075 -23.8346 19.3317
H 11.3326 -23.5583 22.7224
H 14.7361 -28.3191 17.3509
N 14.8976 -22.5285 23.4175
O 11.9831 -26.8553 16.9079
N 7.9613 -22.7856 19.4380
C 15.1943 -21.2511 21.6365
H 8.6466 -23.3397 18.9233
N 6.9421 -27.5188 17.8708
C 13.0909 -27.0402 17.3530
C 9.3034 -23.0034 22.3503
C 12.8437 -27.2180 23.2875
H 9.5119 -22.8789 25.1378
O 8.0917 -26.1405 16.4980
C 13.5972 -27.2332 22.1376
H 8.0986 -26.2858 19.6697
C 10.2246 -23.5529 24.6596
H 16.1718 -20.8146 23.5894
H 10.6400 -26.7150 20.8683
O 11.4404 -21.0803 16.1657
H 9.7451 -24.5300 24.5471
C 11.4679 -26.8871 21.5340
H 13.5052 -28.7139 16.2049
H 10.6234 -26.9780 23.5268
H 10.8437 -23.1970 20.1711
C 8.6575 -24.3158 22.2093
C 7.8581 -26.5081 17.6328
H 13.6105 -19.0152 17.1306
C 10.5361 -23.0424 23.2617
N 13.7620 -26.1806 18.1853
H 9.6074 -22.6805 21.3576
H 15.5237 -20.5789 20.8617
H 9.0490 -25.1863 18.7158
H 13.3273 -25.3067 18.4413
H 12.0295 -21.8109 18.4901
H 6.5200 -27.9436 17.0698
H 13.1814 -27.3667 24.3010
*
```